No. 1
# C4H6FNO2

One molecule with the formula C4H6FNO2 in a non-equilibrium geometry (ωB97M-V with the def2-TZVPD basis set, OMol25).

Properties
Energy relative to the best compared isomer or geometry (same formula, charge and spin) (kJ/mol): 626.97
HOMO (eV): -8.687
Gap between HOMO and LUMO (Eh): 0.3324
SMILES: C=CCO/[N+]([O-])=C/F

The geometry in ORCA input format:
```
! wB97M-V def2-TZVPD RIJCOSX def2/J DEFGRID3
* xyz 0 1
F -0.1721 2.5574 1.0389
C -0.7628 0.3139 -1.2041
O 1.2328 -0.6126 0.5548
H 0.2685 0.5629 -1.7036
H 0.7732 -1.8664 -0.9054
H -1.4885 0.9840 -1.6757
C -0.9341 -0.8104 -0.4869
N 0.6688 0.5262 1.3240
C 0.2706 -1.5021 0.0174
C 0.4972 1.5486 0.5193
H 1.0597 1.5499 -0.3771
O 0.3074 0.3094 2.4689
H -1.8569 -1.2539 -0.1801
H 0.1362 -2.3068 0.6094
*
```

=====

No. 2
# C4H6FeO3

C4H6FeO3 as an isolated structure in a non-equilibrium geometry (ωB97M-V with the def2-TZVPD basis set, OMol25).

Properties
Energy relative to the best compared isomer or geometry (same formula, charge and spin) (kJ/mol): 44.28
HOMO (alpha / beta) (eV): -14.104 / -14.666
Gap between HOMO and LUMO (alpha / beta) (Eh): 0.3331 / 0.3143
Expectation value of S²: 8.765

The geometry in ORCA input format:
```
! wB97M-V def2-TZVPD RIJCOSX def2/J DEFGRID3
* xyz 1 6
H 1.7416 -2.0630 2.4965
O 0.1909 -0.6670 0.8287
H -3.0632 2.6477 -2.4891
C 1.2293 -0.8985 0.1433
H 0.8102 -3.1858 1.4494
O 1.4746 -0.2020 -0.8865
Fe -0.2010 0.7171 -0.4823
H -2.4602 2.9067 -0.3484
C -1.8196 1.8909 -0.9562
O 2.0659 -1.8603 0.4505
H 2.5807 -3.4053 1.6496
H -1.9372 3.8976 -1.7835
C -2.3819 2.8973 -1.6602
C 1.7699 -2.6753 1.5882
*
```

=====

No. 3
# C4H6HoO3

C4H6HoO3 as an isolated structure in a non-equilibrium geometry (ωB97M-V with the def2-TZVPD basis set, OMol25).

Properties
Energy relative to the best compared isomer or geometry (same formula, charge and spin) (kJ/mol): 0.00
HOMO (alpha / beta) (eV): -5.772 / -6.397
Gap between HOMO and LUMO (alpha / beta) (Eh): 0.2264 / 0.2101
Expectation value of S²: 8.785

The geometry in ORCA input format:
```
! wB97M-V def2-TZVPD RIJCOSX def2/J DEFGRID3
* xyz 0 6
H -2.6719 -0.0984 -1.4414
Ho 2.4575 2.2176 2.2282
H 0.3612 -0.6039 2.3017
H 0.4058 0.2041 -1.3450
O 2.4938 0.1107 2.5177
O 1.9334 0.0354 1.1702
C -0.5909 0.0696 -0.8908
C 0.6273 -0.7104 1.1962
H -1.5105 -0.3798 1.0635
H -0.6363 0.5147 -3.3513
C -1.6400 0.0952 -1.7425
C -0.5483 -0.1112 0.6061
H 0.8749 -1.7090 0.8000
O -1.5560 0.3654 -3.1125
*
```

=====

No. 4
# C4H6I2

A 2-piece molecular cluster, C4H6I2 overall in a non-equilibrium geometry (ωB97M-V with the def2-TZVPD basis set, OMol25).

Properties
Energy relative to the best compared isomer or geometry (same formula, charge and spin) (kJ/mol): 0.00
HOMO (alpha / beta) (eV): -7.836 / -9.192
Gap between HOMO and LUMO (alpha / beta) (Eh): 0.3044 / 0.2222
Expectation value of S²: 2.027

The geometry in ORCA input format:
```
! wB97M-V def2-TZVPD RIJCOSX def2/J DEFGRID3
* xyz 0 3
C 0.3616 2.0264 0.7701
H -0.5560 0.3477 -1.9523
C -0.1140 -0.7544 -0.1070
C 0.1478 1.7106 -0.4945
C -0.1100 0.3859 -0.9840
I 3.3120 3.2534 1.7880
H 0.4705 1.2832 1.4763
H 0.5486 -0.8858 0.7910
H -1.1323 -0.7412 0.1838
H -0.0680 -1.6085 -0.7837
I 0.2595 3.3173 -1.9559
H 0.1295 3.0876 1.1569
*
```

=====

No. 5
# C4H6IN

One molecule with the formula C4H6IN in a non-equilibrium geometry (ωB97M-V with the def2-TZVPD basis set, OMol25).

Properties
Energy relative to the best compared isomer or geometry (same formula, charge and spin) (kJ/mol): 138.57
HOMO (eV): -8.780
Gap between HOMO and LUMO (Eh): 0.3386
SMILES: C=N/C(C)=C/I

The geometry in ORCA input format:
```
! wB97M-V def2-TZVPD RIJCOSX def2/J DEFGRID3
* xyz 0 1
C 0.0095 -0.2189 0.2809
C 1.0053 0.6407 0.0743
H 1.0480 -1.7371 -0.6117
C -1.4409 1.4724 -0.2073
H 0.9825 1.6842 0.3118
H -2.4801 1.8536 -0.0351
I 3.0664 -0.1300 -0.0003
H -0.6358 -2.2708 -0.2993
C 0.2277 -1.7026 0.0756
H -1.0031 2.0485 -1.0675
N -1.1919 0.4244 0.4164
H 0.4123 -2.0644 1.0623
*
```

=====

No. 6
# C4H6IN2

C4H6IN2 as an isolated structure in a non-equilibrium geometry (ωB97M-V with the def2-TZVPD basis set, OMol25).

Properties
Energy relative to the best compared isomer or geometry (same formula, charge and spin) (kJ/mol): 504.73
HOMO (eV): -12.851
Gap between HOMO and LUMO (Eh): 0.2366

The geometry in ORCA input format:
```
! wB97M-V def2-TZVPD RIJCOSX def2/J DEFGRID3
* xyz 1 1
C -1.6572 -1.5192 -0.0376
C -0.5346 -1.3314 0.6925
H 0.8439 1.6408 -1.2805
C 0.5762 1.2007 -0.2071
H -0.0953 1.8427 0.2268
H -1.7624 0.0486 -1.7685
H 0.0508 -1.5032 1.5317
I 3.4501 0.3850 -0.1440
H -2.4678 -2.1758 -0.0113
C -1.3392 -0.3810 -0.8211
N 1.6805 1.1641 0.6154
H 1.4448 0.7593 1.4981
N -0.1898 -0.1305 -0.2943
*
```

=====

No. 7
# C4H6IN2

C4H6IN2 as an isolated structure in a non-equilibrium geometry (ωB97M-V with the def2-TZVPD basis set, OMol25).

Properties
Energy relative to the best compared isomer or geometry (same formula, charge and spin) (kJ/mol): 248.14
HOMO (alpha / beta) (eV): -10.431 / -13.769
Gap between HOMO and LUMO (alpha / beta) (Eh): 0.1552 / 0.2638
Expectation value of S²: 2.038

The geometry in ORCA input format:
```
! wB97M-V def2-TZVPD RIJCOSX def2/J DEFGRID3
* xyz 1 3
H 2.6067 0.1221 -0.3954
N 0.5023 0.1746 0.1745
C -0.0207 -0.8685 0.9796
H 0.5673 -1.6996 1.1421
C 1.5935 0.6350 -0.3474
N -1.3375 -1.3412 0.4510
H -0.3546 -0.4296 1.8458
H -2.0675 -0.6495 0.3527
I -1.5209 -3.0075 -0.8405
C 0.7850 1.8350 -0.9525
C -0.3212 1.2980 -0.4599
H 0.9488 2.6651 -1.6320
H -1.3812 1.2661 -0.3181
*
```

=====

No. 8
# C4H6IN2P

A 2-piece molecular cluster, C4H6IN2P overall in a non-equilibrium geometry (ωB97M-V with the def2-TZVPD basis set, OMol25).

Properties
Energy relative to the best compared isomer or geometry (same formula, charge and spin) (kJ/mol): 113.15
HOMO (eV): -9.033
Gap between HOMO and LUMO (Eh): 0.3119
SMILES: c1c[nH]cn1.C=PI

The geometry in ORCA input format:
```
! wB97M-V def2-TZVPD RIJCOSX def2/J DEFGRID3
* xyz 0 1
H -0.5423 0.5535 -0.3395
H -0.0527 2.0512 1.8570
I -3.6514 0.0877 -0.6230
H -1.8168 -2.7870 -1.3643
N 0.2519 0.8441 0.0782
H 1.4212 -0.0930 -1.5176
C 2.3410 1.2392 -0.0351
C 0.6155 1.6285 1.1624
C 1.3984 0.6020 -0.6893
P -2.2613 -1.3507 0.6995
N 1.8855 1.8648 1.0431
C -1.6906 -2.5592 -0.2824
H 3.3272 1.2113 -0.3751
H -1.2257 -3.2923 0.3863
*
```

=====

No. 9
# C4H6IN4

An isolated ion of composition C4H6IN4 and charge +1 in a non-equilibrium geometry (ωB97M-V with the def2-TZVPD basis set, OMol25).

Properties
Energy relative to the best compared isomer or geometry (same formula, charge and spin) (kJ/mol): 79.95
HOMO (eV): -12.890
Gap between HOMO and LUMO (Eh): 0.2580
SMILES: C/[N+](=C/C#N)N/C=N/I

The geometry in ORCA input format:
```
! wB97M-V def2-TZVPD RIJCOSX def2/J DEFGRID3
* xyz 1 1
H 1.1655 1.3800 -0.3796
H -0.9050 -0.1548 -2.6818
H 0.0109 1.4744 -2.2798
C -0.1518 0.3563 -2.0381
C -1.5143 0.0668 -0.0722
I 1.8804 -2.6426 2.6277
H 2.0773 0.4607 1.6020
N -1.8727 -0.1890 2.3957
N 0.9365 -1.3072 1.4323
C 1.2961 -0.1527 1.1698
H 0.8385 -0.0719 -2.0846
N -0.3918 0.3782 -0.6133
N 0.6524 0.6969 0.1459
H -2.3600 -0.2118 -0.5260
C -1.6621 -0.0833 1.3021
*
```

=====

No. 10
# C4H6INO

C4H6INO as an isolated structure in a non-equilibrium geometry (ωB97M-V with the def2-TZVPD basis set, OMol25).

Properties
Energy relative to the best compared isomer or geometry (same formula, charge and spin) (kJ/mol): 243.23
HOMO (eV): -9.583
Gap between HOMO and LUMO (Eh): 0.3687

The geometry in ORCA input format:
```
! wB97M-V def2-TZVPD RIJCOSX def2/J DEFGRID3
* xyz 0 1
O 0.3395 1.0547 0.3858
C -0.0686 -0.0987 -0.2903
C 1.7751 1.2573 0.3293
H -0.5240 0.1463 -1.3196
N 1.5875 -0.9314 -0.6094
C -1.0138 -1.0266 0.4404
C 2.3147 -0.0510 -0.1476
I 4.3773 -0.1900 0.0706
H 2.0359 2.0665 -0.4295
H -1.9896 -0.5592 0.1540
H -0.9638 -1.9962 -0.0037
H 2.0859 1.3790 1.3017
H -0.8406 -1.1632 1.5658
*
```

=====

Which value of energy relative to the best compared isomer or geometry (same formula, charge and spin) does entry 8 give? 113.15 kJ/mol